# 1
The following is a quantum chemistry calculation of a cluster of 14 separate species, C84H70F14 in total in a non-equilibrium geometry, from the OMol25 dataset.

Properties
Highest occupied orbital energy (eV): -9.20
Frontier orbital gap (eV): 9.726
Total charge: 0
Multiplicity: 1
LUMO energy (hartree): 0.019

CARTESIAN COORDINATES (ANGSTROEM)
F: 15.08 11.24 17.97
C: 14.40 11.85 18.96
C: 15.17 12.39 19.93
C: 14.53 13.09 20.96
C: 13.17 13.39 20.83
C: 12.45 12.87 19.78
C: 13.05 12.06 18.84
H: 16.21 12.24 19.85
H: 15.07 13.28 21.85
H: 12.64 14.02 21.54
H: 11.41 13.01 19.59
H: 12.48 11.63 18.00
F: 15.42 12.12 14.72
C: 14.07 12.03 14.59
C: 13.54 11.15 13.70
C: 12.16 11.21 13.44
C: 11.38 12.06 14.22
C: 11.95 12.84 15.23
C: 13.32 12.88 15.41
H: 14.22 10.58 13.08
H: 11.65 10.77 12.60
H: 10.34 12.04 13.95
H: 11.38 13.45 15.90
H: 13.76 13.49 16.19
F: 21.91 20.20 16.91
C: 21.23 21.31 16.53
C: 21.91 22.53 16.52
C: 21.20 23.69 16.25
C: 19.84 23.58 15.91
C: 19.20 22.38 15.88
C: 19.91 21.24 16.22
H: 22.96 22.53 16.83
H: 21.67 24.67 16.21
H: 19.32 24.55 15.79
H: 18.12 22.39 15.77
H: 19.32 20.31 16.26
F: 15.51 10.93 11.09
C: 16.24 12.05 11.42
C: 17.43 11.80 12.12
C: 18.19 12.91 12.48
C: 17.70 14.24 12.22
C: 16.51 14.43 11.60
C: 15.75 13.31 11.15
H: 17.70 10.77 12.40
H: 19.12 12.78 12.99
H: 18.20 15.12 12.59
H: 16.17 15.47 11.43
H: 14.85 13.45 10.56
F: 12.82 24.44 14.21
C: 13.93 23.81 13.96
C: 15.07 24.59 13.67
C: 16.29 23.98 13.48
C: 16.38 22.60 13.61
C: 15.26 21.86 13.85
C: 14.02 22.43 13.92
H: 14.99 25.65 13.73
H: 17.22 24.50 13.26
H: 17.34 22.14 13.47
H: 15.40 20.77 13.99
H: 13.17 21.82 14.26
F: 15.82 24.67 18.61
C: 15.94 23.37 18.36
C: 16.93 22.69 19.08
C: 17.09 21.38 18.84
C: 16.29 20.73 17.91
C: 15.23 21.38 17.33
C: 15.05 22.77 17.51
H: 17.53 23.31 19.79
H: 17.96 20.81 19.18
H: 16.39 19.69 17.70
H: 14.48 20.85 16.73
H: 14.32 23.36 17.01
F: 23.37 18.18 12.55
C: 22.40 17.45 13.04
C: 21.77 17.90 14.19
C: 20.82 17.10 14.75
C: 20.51 15.85 14.25
C: 21.17 15.50 13.10
C: 22.10 16.29 12.45
H: 22.08 18.91 14.49
H: 20.36 17.44 15.69
H: 19.75 15.24 14.72
H: 20.90 14.46 12.70
H: 22.82 16.08 11.65
F: 22.51 11.00 15.30
C: 21.24 11.18 15.74
C: 20.26 10.24 15.51
C: 18.99 10.49 16.07
C: 18.73 11.67 16.78
C: 19.80 12.48 17.08
C: 21.05 12.31 16.49
H: 20.43 9.40 14.88
H: 18.23 9.83 15.90
H: 17.74 11.83 17.27
H: 19.60 13.34 17.73
H: 21.93 12.87 16.60
F: 9.34 17.24 12.83
C: 10.60 17.06 13.24
C: 11.12 17.82 14.29
C: 12.46 17.61 14.71
C: 13.28 16.76 13.96
C: 12.77 16.12 12.80
C: 11.43 16.23 12.45
H: 10.41 18.43 14.79
H: 12.79 18.10 15.65
H: 14.30 16.54 14.27
H: 13.49 15.53 12.19
H: 11.06 15.68 11.54
F: 13.69 15.52 23.99
C: 13.85 16.65 23.19
C: 14.95 16.58 22.36
C: 15.10 17.64 21.44
C: 14.19 18.70 21.39
C: 13.07 18.66 22.25
C: 12.86 17.63 23.16
H: 15.59 15.74 22.46
H: 15.89 17.61 20.71
H: 14.32 19.46 20.62
H: 12.35 19.54 22.14
H: 12.06 17.51 23.79
F: 14.89 17.38 18.33
C: 15.60 16.51 17.52
C: 16.05 16.99 16.28
C: 16.91 16.18 15.58
C: 17.12 14.87 15.99
C: 16.54 14.42 17.17
C: 15.80 15.25 18.03
H: 15.77 18.01 16.10
H: 17.33 16.59 14.63
H: 17.81 14.24 15.43
H: 16.60 13.38 17.57
H: 15.31 14.83 18.88
F: 11.63 20.08 17.29
C: 10.38 20.47 17.45
C: 9.63 19.99 18.49
C: 8.32 20.36 18.70
C: 7.80 21.34 17.88
C: 8.53 21.90 16.79
C: 9.86 21.54 16.63
H: 10.05 19.22 19.06
H: 7.74 19.89 19.45
H: 6.69 21.54 17.91
H: 8.08 22.71 16.21
H: 10.42 22.05 15.90
F: 17.23 18.87 13.83
C: 17.31 18.50 12.51
C: 16.17 18.53 11.78
C: 16.31 18.25 10.39
C: 17.53 17.70 9.92
C: 18.65 17.58 10.74
C: 18.50 18.03 12.09
H: 15.22 18.91 12.26
H: 15.45 18.28 9.69
H: 17.55 17.41 8.91
H: 19.55 17.18 10.35
H: 19.40 17.97 12.64
F: 8.03 16.49 19.75
C: 9.24 16.50 19.17
C: 10.25 16.82 20.00
C: 11.58 16.81 19.51
C: 11.80 16.31 18.24
C: 10.74 15.92 17.41
C: 9.44 16.00 17.90
H: 9.95 17.10 20.99
H: 12.43 17.15 20.11
H: 12.79 16.20 17.79
H: 10.88 15.65 16.37
H: 8.51 15.65 17.37

Löwdin population analysis, charges in e, atoms 1 to 2: atom 1 (F): 0.047, atom 2 (C): -0.305

# 2
The following is a quantum chemistry calculation of a cluster of 14 separate species, C84H76O28 in total in a non-equilibrium geometry, from the OMol25 dataset.

Properties
Highest occupied orbital energy (eV): -7.68
Frontier orbital gap (eV): 5.573
Total charge: 0
Multiplicity: 1
LUMO energy (hartree): -0.078

CARTESIAN COORDINATES (ANGSTROEM)
C: 5.36 0.78 -2.04
C: 4.64 0.15 -3.09
C: 5.28 0.10 -4.36
C: 6.59 0.53 -4.56
C: 7.25 1.13 -3.51
C: 6.60 1.28 -2.28
O: 7.26 1.99 -1.38
O: 4.57 -0.54 -5.41
H: 4.95 1.00 -1.07
H: 3.65 -0.22 -2.87
H: 7.10 0.40 -5.50
H: 8.24 1.54 -3.62
H: 6.63 2.22 -0.69
H: 4.76 -0.23 -6.30
C: -3.65 3.92 -0.45
C: -3.66 3.17 -1.59
C: -4.87 2.74 -2.18
C: -6.12 3.24 -1.75
C: -6.05 4.05 -0.58
C: -4.87 4.38 0.04
O: -4.90 5.15 1.15
O: -5.00 1.87 -3.20
H: -2.72 4.25 0.00
H: -2.73 2.95 -2.09
H: -6.99 2.96 -2.33
H: -7.01 4.25 -0.12
H: -5.69 5.69 1.04
H: -4.28 1.96 -3.82
C: -2.21 4.70 4.35
C: -2.17 5.54 5.52
C: -3.44 5.92 6.01
C: -4.62 5.59 5.25
C: -4.65 4.67 4.22
C: -3.40 4.32 3.76
O: -3.35 3.44 2.73
O: -3.47 6.71 7.10
H: -1.30 4.42 3.84
H: -1.25 5.94 5.91
H: -5.56 6.06 5.49
H: -5.53 4.26 3.75
H: -4.19 3.35 2.29
H: -3.44 7.64 6.87
C: 5.32 -1.67 3.54
C: 4.85 -1.40 2.29
C: 3.83 -2.12 1.76
C: 3.34 -3.30 2.40
C: 3.80 -3.60 3.66
C: 4.81 -2.75 4.26
O: 5.14 -3.02 5.54
O: 3.49 -1.77 0.48
H: 6.13 -1.11 3.97
H: 5.38 -0.67 1.69
H: 2.52 -3.86 1.96
H: 3.39 -4.48 4.15
H: 5.81 -2.35 5.70
H: 2.90 -2.51 0.29
C: 4.41 -3.92 -3.79
C: 4.08 -4.42 -2.49
C: 4.20 -5.73 -2.20
C: 4.33 -6.60 -3.32
C: 4.70 -6.12 -4.60
C: 4.75 -4.74 -4.81
O: 5.13 -4.27 -6.03
O: 3.80 -6.11 -0.95
H: 4.23 -2.86 -3.92
H: 3.67 -3.68 -1.82
H: 4.29 -7.67 -3.22
H: 4.98 -6.77 -5.42
H: 5.84 -3.64 -5.87
H: 4.15 -6.87 -0.47
C: 0.34 2.48 -4.55
C: -1.04 2.46 -4.75
C: -1.65 1.47 -5.43
C: -0.93 0.41 -5.97
C: 0.48 0.40 -5.73
C: 1.12 1.47 -5.12
O: 2.44 1.25 -4.77
O: -2.96 1.39 -5.69
H: 0.87 3.28 -4.05
H: -1.61 3.34 -4.52
H: -1.37 -0.39 -6.54
H: 0.90 -0.55 -6.01
H: 2.83 0.44 -5.10
H: -3.31 0.55 -6.01
C: -3.02 -2.43 2.53
C: -3.00 -1.34 3.36
C: -3.18 -0.11 2.80
C: -3.59 0.11 1.44
C: -3.72 -1.04 0.69
C: -3.45 -2.30 1.19
O: -3.82 -3.40 0.42
O: -3.20 1.00 3.61
H: -2.86 -3.41 2.96
H: -2.65 -1.53 4.36
H: -3.68 1.09 0.98
H: -3.95 -0.83 -0.35
H: -3.21 -3.70 -0.25
H: -3.37 1.84 3.17
C: -0.70 -2.73 -3.50
C: -1.74 -3.34 -2.71
C: -1.51 -4.53 -2.12
C: -0.36 -5.17 -2.33
C: 0.59 -4.73 -3.22
C: 0.42 -3.47 -3.79
O: 1.39 -2.91 -4.52
O: -2.55 -5.02 -1.36
H: -0.94 -1.71 -3.77
H: -2.71 -2.85 -2.71
H: -0.16 -6.09 -1.80
H: 1.45 -5.34 -3.43
H: 1.40 -3.35 -5.37
H: -2.54 -5.97 -1.19
C: -8.23 -1.96 -3.70
C: -8.21 -3.24 -3.13
C: -7.24 -3.56 -2.14
C: -6.14 -2.68 -1.96
C: -6.00 -1.54 -2.75
C: -7.06 -1.15 -3.53
O: -6.99 0.00 -4.28
O: -7.42 -4.63 -1.31
H: -8.99 -1.75 -4.44
H: -9.02 -3.92 -3.34
H: -5.46 -2.78 -1.13
H: -5.16 -0.88 -2.66
H: -6.41 0.62 -3.83
H: -7.22 -4.52 -0.37
C: 0.09 1.28 5.63
C: -0.68 0.22 6.16
C: -0.02 -1.03 6.15
C: 1.30 -1.15 5.68
C: 1.96 -0.08 5.01
C: 1.33 1.07 5.04
O: 2.05 2.21 4.79
O: -0.62 -2.06 6.79
H: -0.16 2.33 5.56
H: -1.64 0.43 6.60
H: 1.76 -2.12 5.79
H: 2.97 -0.26 4.66
H: 1.90 2.92 5.43
H: -1.53 -1.78 6.96
C: 5.91 4.92 -0.32
C: 6.52 5.41 -1.48
C: 6.09 5.01 -2.80
O: 6.66 5.23 -3.85
C: 4.90 4.15 -2.68
C: 4.24 3.78 -1.55
C: 4.66 4.23 -0.18
O: 4.08 3.87 0.81
H: 6.34 5.22 0.62
H: 7.35 6.10 -1.55
H: 4.45 3.82 -3.61
H: 3.40 3.10 -1.56
C: 0.45 -5.46 5.50
C: -0.68 -5.55 4.74
C: -1.31 -6.87 4.43
O: -2.41 -7.06 3.92
C: -0.56 -8.01 4.98
C: 0.61 -7.87 5.72
C: 1.23 -6.56 6.04
O: 2.22 -6.48 6.76
H: 0.72 -4.42 5.55
H: -1.21 -4.69 4.36
H: -0.89 -9.04 5.04
H: 0.98 -8.79 6.14
C: 1.24 7.10 -0.21
C: 0.27 7.11 -1.18
C: -1.13 6.72 -1.01
O: -1.96 6.70 -1.88
C: -1.37 6.37 0.33
C: -0.46 6.32 1.35
C: 0.93 6.89 1.21
O: 1.74 7.16 2.12
H: 2.25 7.42 -0.43
H: 0.55 7.20 -2.22
H: -2.43 6.27 0.51
H: -0.79 6.16 2.36
C: -0.40 1.33 1.37
C: -0.19 0.02 1.73
C: 0.15 -1.03 0.69
O: 0.65 -2.09 1.03
C: 0.01 -0.59 -0.63
C: -0.32 0.72 -0.97
C: -0.45 1.82 -0.03
O: -0.53 2.99 -0.41
H: -0.47 2.11 2.12
H: -0.01 -0.24 2.76
H: -0.07 -1.32 -1.43
H: -0.63 0.85 -1.99

Löwdin population analysis, charges in e, atoms 1 to 2: atom 1 (C): -0.025, atom 2 (C): 0.021